Here is C26H31AsIN4O2Pd as an isolated structure from OMol25. Energies are from ωB97M-V/def2-TZVPD.

Atoms and positions in Å:
Pd -0.07 -0.62 0.27
C -1.91 3.62 -0.96
C -1.99 3.25 0.47
N -2.44 4.11 1.33
C -2.58 3.74 2.62
C -2.34 2.47 3.15
C -2.59 2.21 4.62
O -3.41 1.07 4.78
C -1.82 1.50 2.29
C -1.58 0.19 2.81
N -1.13 -0.86 2.18
C -1.22 -2.11 2.84
C -1.81 -2.28 4.11
C -1.82 -3.51 4.73
C -1.25 -4.62 4.12
C -0.71 -4.51 2.85
C -0.72 -3.28 2.22
I -0.07 -3.28 0.24
C -1.62 1.88 0.90
O -1.18 1.10 0.03
H -2.20 4.66 -1.08
H -2.57 2.99 -1.56
H -0.89 3.48 -1.34
H -2.91 4.53 3.29
H -3.05 3.10 5.06
H -1.64 2.05 5.14
H -4.21 1.29 5.28
H -1.90 0.07 3.83
H -2.29 -1.46 4.62
H -2.27 -3.60 5.71
H -1.25 -5.58 4.62
H -0.32 -5.38 2.35
C 5.18 -1.20 1.60
N 4.35 -0.04 1.22
C 4.96 1.30 1.31
C 3.10 -0.18 0.96
N 1.97 -0.32 0.72
H 5.54 -1.06 2.61
H 6.03 -1.26 0.91
H 4.59 -2.11 1.53
H 5.21 1.52 2.35
H 4.27 2.05 0.94
H 5.86 1.32 0.71
C 1.27 1.31 -2.26
As 0.53 -0.44 -2.00
C 1.87 -1.71 -2.55
C -1.11 -0.67 -3.03
C -0.72 -0.44 -4.47
C -0.30 -1.51 -5.25
C 0.07 -1.30 -6.57
C 0.05 -0.02 -7.10
C -0.37 1.05 -6.32
C -0.75 0.84 -5.01
H 1.87 1.29 -3.17
H 1.90 1.56 -1.41
H 0.47 2.03 -2.38
H 2.08 -1.52 -3.60
H 1.51 -2.73 -2.45
H 2.76 -1.55 -1.95
H -1.83 0.06 -2.66
H -1.48 -1.68 -2.84
H -0.31 -2.52 -4.86
H 0.38 -2.14 -7.19
H 0.33 0.15 -8.13
H -0.42 2.05 -6.75
H -1.11 1.68 -4.42

Output
- frontier orbital gap (spin up / spin down) (eV) = 3.701 / 3.677
- total charge = +3
- highest occupied orbital energy (spin up / spin down) (eV) = -16.089 / -16.089

Here is C26H31BrCrNO4S as an isolated structure in a non-equilibrium geometry from OMol25. Energies are from ωB97M-V/def2-TZVPD.

Atoms and positions in Å:
Cr -0.66 -0.29 0.14
C -2.12 1.87 -4.59
C -1.44 0.86 -3.65
C -2.12 -0.50 -3.80
C -1.46 1.41 -2.24
C -2.20 0.81 -1.21
C -2.28 1.42 0.06
C -1.65 2.65 0.30
C -1.86 3.36 1.60
C -0.86 3.20 -0.71
C -0.77 2.58 -1.96
H -2.13 1.48 -5.61
H -1.60 2.82 -4.58
H -3.15 2.03 -4.27
H -0.39 0.76 -3.95
H -3.18 -0.44 -3.57
H -1.65 -1.24 -3.16
H -2.02 -0.84 -4.83
H -2.91 0.01 -1.45
H -3.04 1.09 0.77
H -1.53 2.73 2.43
H -2.92 3.56 1.74
H -1.32 4.30 1.64
H -0.37 4.15 -0.55
H -0.18 3.06 -2.73
O 0.68 -1.61 1.04
N 0.20 -2.88 1.01
C 0.83 -3.83 0.24
C 0.23 -5.01 -0.04
C -1.08 -5.29 0.43
C -1.73 -4.29 1.16
C -1.11 -3.09 1.41
H 1.79 -3.54 -0.14
H 0.75 -5.74 -0.64
H -1.57 -6.22 0.21
H -2.74 -4.44 1.51
H -1.58 -2.28 1.95
O -0.80 0.16 2.23
S 0.64 0.03 2.69
C 0.68 1.40 3.96
C 1.22 0.81 5.24
C 0.56 -0.57 5.37
C 0.74 -1.25 4.02
H -0.34 1.76 4.08
H 1.30 2.20 3.55
H 0.99 1.44 6.10
H 2.30 0.69 5.17
H -0.51 -0.44 5.59
H 1.01 -1.15 6.17
H 0.01 -2.03 3.82
H 1.74 -1.66 3.92
Br 5.58 2.95 -1.44
C 4.18 1.66 -1.65
C 3.05 1.77 -0.85
C 2.04 0.85 -1.01
C 2.14 -0.17 -1.95
C 3.29 -0.25 -2.74
C 4.32 0.66 -2.59
C 1.07 -1.23 -2.13
O 1.31 -2.18 -2.86
O -0.04 -1.06 -1.52
H 2.97 2.56 -0.12
H 1.15 0.92 -0.38
H 3.36 -1.05 -3.46
H 5.21 0.59 -3.19

Output
- frontier orbital gap (spin up / spin down) (eV) = 4.861 / 8.272
- total charge = 0
- <S²> = 8.7943
- 2S+1 = 6
- highest occupied orbital energy (spin up / spin down) (eV) = -4.638 / -8.233

Here is a 3-piece molecular cluster, C26H31BrN3 overall in a non-equilibrium geometry from OMol25. Energies are from ωB97M-V/def2-TZVPD.

Atoms and positions in Å:
C 0.41 2.01 4.22
C 0.08 2.11 2.69
C 0.48 1.05 1.73
C 0.16 1.12 0.30
C -0.56 2.29 -0.26
C -0.95 3.33 0.69
C -0.64 3.25 2.13
C -1.19 4.46 2.99
C -2.75 4.33 2.98
N -3.22 3.07 3.00
N -4.57 3.23 2.97
C -5.38 1.99 3.01
C -4.41 0.75 3.28
C -5.33 -0.55 3.50
Br -5.79 -0.55 5.44
C -4.93 4.53 2.90
C -6.39 5.04 2.83
N -3.77 5.30 2.92
H 0.61 3.04 4.62
H -0.34 1.44 4.82
H 1.38 1.46 4.31
H 1.02 0.12 2.05
H 0.43 0.31 -0.42
H -0.81 2.39 -1.34
H -1.50 4.21 0.28
H -0.88 4.33 4.07
H -0.82 5.44 2.62
H -6.14 1.99 3.83
H -5.86 1.76 2.01
H -3.71 0.57 2.42
H -3.86 0.88 4.25
H -4.72 -1.46 3.24
H -6.24 -0.44 2.86
H -6.84 4.94 1.80
H -6.47 6.07 3.25
H -7.01 4.37 3.49
H -3.63 6.30 2.88
C 4.02 -2.31 -2.96
C 4.47 -2.69 -1.71
C 3.60 -2.65 -0.62
C 2.28 -2.25 -0.79
C 1.83 -1.87 -2.05
C 2.70 -1.90 -3.14
H 4.69 -2.33 -3.81
H 5.49 -3.01 -1.57
H 3.96 -2.94 0.37
H 1.61 -2.22 0.06
H 0.80 -1.56 -2.19
H 2.35 -1.60 -4.12
C 5.85 -5.28 -5.01
C 4.54 -5.16 -5.45
C 4.22 -5.47 -6.76
C 5.20 -5.92 -7.63
C 6.51 -6.04 -7.19
C 6.84 -5.72 -5.88
H 6.11 -5.03 -3.98
H 3.77 -4.81 -4.76
H 3.19 -5.37 -7.10
H 4.95 -6.17 -8.66
H 7.28 -6.39 -7.87
H 7.87 -5.81 -5.54

Output
- frontier orbital gap (eV) = 7.440
- total charge = +1
- highest occupied orbital energy (eV) = -10.348

no.,electronic energy (a.u.)
1,-4039.1373
2,-5381.6634
3,-3747.3224